[1]
The following is a quantum chemistry calculation of C10H14N2PTi as an isolated structure at a distorted geometry, from the OMol25 dataset.

Positions of all 28 atoms, in Å:
C -2.56784 -1.44604 -0.66641
C -3.18854 -1.41693 -1.90479
C -3.01846 -0.43747 -2.90812
C -2.10177 0.62477 -2.77677
C -1.27129 0.82591 -1.66972
Ti -0.69181 -0.86759 -0.97979
P -0.65880 -2.52418 1.16093
H -2.95904 -2.09830 0.11963
H -3.92543 -2.17946 -2.16565
H -3.68309 -0.46386 -3.77650
H -0.72451 1.77456 -1.64901
H -2.10131 1.33292 -3.62486
H 0.44368 -3.38466 1.40121
H -1.62108 -3.56880 1.25834
H -0.83854 -2.00701 2.47723
N 3.79726 2.21169 2.08287
C 2.75663 1.55447 1.50622
C 1.62371 2.25398 1.04621
C 0.56380 1.54803 0.51864
N 0.64292 0.21242 0.24303
C 1.74964 -0.47859 0.67800
C 2.77424 0.15401 1.36301
H 3.81713 3.22320 2.17300
H 4.60662 1.71376 2.42838
H 1.57035 3.34404 1.13763
H -0.37351 2.05539 0.25717
H 1.75920 -1.55222 0.50952
H 3.61986 -0.40405 1.76062

Atoms 1-6, force components in eV/Å:
0.25 -0.35 0.38
-0.60 0.13 -0.19
0.36 -0.30 0.07
0.04 0.28 -0.02
-0.28 1.05 -1.48
-0.36 0.24 0.20

For the relative energy (zero: lowest compared OMol25 entry of this formula, charge and spin), the calculation gives 0.195 eV. Its charge is -1. The largest force on an atom comes out at 2.743 eV/A. As for the expectation value of S²: 2.026. The calculation puts the HOMO-LUMO gap (spin up / spin down) at 3.6 / 5.6 eV. Its HOMO energy (spin up / spin down) is -0.448 / -2.615 eV. The multiplicity is 3. The calculated total energy comes out at -45976.0199 eV.

Formally, the natural (NBO) partial charges of the atoms, in units of the elementary charge, are as follows: -0.75 -0.24 -0.38 -0.22 -0.70 1.03 0.12 0.16 0.17 0.18 0.18 0.17 -0.02 -0.01 0.02 -0.84 0.04 -0.35 0.05 -0.70 -0.13 -0.27 0.37 0.37 0.19 0.21 0.17 0.18

=====

[2]
The following is a quantum chemistry calculation of a 15-piece molecular cluster, C33H88BClF2NO23 overall at a distorted geometry, from the OMol25 dataset.

Positions of all 149 atoms, in Å:
C -1.49367 2.07410 3.30610
C -1.72978 1.32956 2.01435
O -1.15702 2.07475 0.94208
C -0.99927 1.27788 -0.23222
C 0.38603 1.41870 -0.85305
O 1.14376 0.23071 -0.81889
C 1.65224 -0.17997 0.44523
C 2.02838 0.91244 1.42092
C 3.37092 1.62309 1.21635
C 3.37280 2.73087 0.16496
C 4.69720 3.46863 0.06914
C 5.91869 2.53994 -0.07278
C 7.01761 3.17216 -0.92473
O 8.31815 3.14619 -0.31301
C 8.78149 1.90700 0.05600
C 8.63830 0.80029 -0.94587
O 9.30954 1.76711 1.14646
O 0.66948 -0.96604 1.08339
B 0.62320 -2.25004 0.39973
F 0.63743 -3.31640 1.32742
O -0.61658 -2.38170 -0.45055
N -1.69157 -2.56194 0.30451
O -2.71951 -2.34921 -0.27137
O 1.81961 -2.26759 -0.44653
C 2.70661 -1.33999 0.09780
C 3.61655 -0.82817 -1.04911
C 5.07791 -1.12310 -0.93755
O 5.85452 -0.81321 -0.05375
F 5.56920 -1.77004 -2.03734
C 3.36522 -1.75494 1.39698
C 4.25879 -3.01205 1.41530
C 3.78489 -3.93678 2.54383
Cl 4.28769 -3.98296 -0.08884
H -2.19415 1.69001 4.03692
H -0.47943 1.92678 3.66923
H -1.65875 3.13617 3.17572
H -2.80774 1.25630 1.84294
H -1.28418 0.33913 2.06298
H -1.23800 0.23816 -0.04142
H -1.73976 1.63368 -0.95615
H 0.87485 2.28965 -0.42275
H 0.23326 1.64802 -1.89779
H 1.25386 1.67091 1.50593
H 2.07162 0.42593 2.38957
H 4.18703 0.93896 1.00075
H 3.62545 2.09259 2.16879
H 2.58952 3.44457 0.41952
H 3.09332 2.32572 -0.80752
H 4.65281 4.10348 -0.81778
H 4.84466 4.14450 0.90887
H 6.30907 2.33650 0.91825
H 5.60149 1.62131 -0.55315
H 6.81897 4.21685 -1.13156
H 7.06809 2.66491 -1.88926
H 7.59542 0.58915 -1.15947
H 9.05292 -0.08625 -0.48641
H 9.12552 1.04114 -1.88263
H 3.23670 -1.26993 -1.95977
H 3.53522 0.24808 -1.16870
H 4.00775 -0.93335 1.70307
H 2.62703 -1.85253 2.17988
H 5.28103 -2.74261 1.64694
H 4.51727 -4.72583 2.69543
H 3.55463 -3.38012 3.43953
H 2.88857 -4.41166 2.15272
C 0.12937 3.57857 -4.36943
O -0.11131 3.63714 -2.96539
H 0.20456 2.52800 -4.63754
H -0.69005 4.03058 -4.93292
H 1.06620 4.07971 -4.62727
H -0.17601 4.56262 -2.71996
C -5.63445 -2.71088 2.28461
O -5.78543 -1.32773 1.94798
H -6.42879 -2.97826 2.97974
H -5.70249 -3.33374 1.39269
H -4.66711 -2.87817 2.76025
H -5.07022 -1.10876 1.34236
C 0.15179 6.18429 -0.06260
O 0.20942 4.80407 0.25037
H 0.92944 6.68516 0.50943
H 0.33562 6.36444 -1.12930
H -0.81802 6.61406 0.20960
H -0.47900 4.34046 -0.23540
C 4.56310 -2.07654 6.39282
O 4.57239 -1.98431 4.97604
H 3.71484 -1.50088 6.75471
H 4.45074 -3.11505 6.71998
H 5.48042 -1.66235 6.82312
H 5.32128 -2.49561 4.65245
C -7.34536 -0.85462 -1.44115
O -8.30446 -1.21576 -0.45155
H -7.88338 -0.58928 -2.35010
H -6.75887 0.00479 -1.11110
H -6.67701 -1.69521 -1.64701
H -7.81235 -1.44536 0.34541
C -2.64404 5.99121 3.92635
O -3.37367 4.87254 3.43963
H -1.89466 5.61477 4.61777
H -2.13772 6.51679 3.11153
H -3.29733 6.69033 4.45756
H -4.03493 5.19439 2.82403
C 8.71324 1.67223 -5.38491
O 8.72346 1.81595 -3.96738
H 8.65997 0.60979 -5.60580
H 7.84412 2.16925 -5.82355
H 9.62475 2.08209 -5.82838
H 8.76607 2.75609 -3.77492
C 0.19615 1.54454 -7.87954
O 0.14820 2.96713 -7.97125
H -0.73712 1.21411 -7.43229
H 0.29515 1.08972 -8.86869
H 1.02515 1.21784 -7.24695
H 0.97168 3.26227 -8.36384
C -4.07844 -0.57604 5.18187
O -2.77027 -0.57813 4.62464
H -4.60361 0.28606 4.77774
H -4.62643 -1.48138 4.90699
H -4.04392 -0.48988 6.27262
H -2.30038 -1.33800 4.97447
C 8.32692 -3.33007 2.25097
O 7.30189 -3.82709 3.11094
H 7.84052 -2.88946 1.38445
H 8.92274 -2.56266 2.75182
H 8.98278 -4.13918 1.91876
H 7.72361 -4.21776 3.87859
C -3.79199 -6.21092 0.78299
O -3.96809 -4.83988 0.46042
H -4.58369 -6.49390 1.47450
H -3.86167 -6.84230 -0.10880
H -2.82465 -6.37870 1.26482
H -3.26659 -4.58114 -0.14088
C -8.87200 -2.63009 -4.49860
O -9.57977 -2.81348 -3.27796
H -9.51110 -2.97732 -5.30671
H -8.63778 -1.57451 -4.66205
H -7.94367 -3.20765 -4.50644
H -9.01293 -2.50529 -2.56600
C -11.74162 -6.00921 -4.13136
O -12.34598 -5.12262 -3.20208
H -12.51980 -6.61599 -4.58872
H -11.22634 -5.44952 -4.91747
H -11.02930 -6.66855 -3.62728
H -11.63687 -4.59803 -2.81711
C -10.25327 1.38064 0.88643
O -10.83039 0.67237 -0.19981
H -10.86635 2.26058 1.07010
H -10.23399 0.76861 1.79278
H -9.23429 1.70155 0.65201
H -10.27944 -0.10299 -0.35446

Atoms 1-6, force components in eV/Å:
0.05 -0.06 -0.05
-0.01 0.62 0.12
0.42 -0.53 -0.03
-0.51 0.57 -0.17
-0.76 -0.26 -0.13
0.96 0.72 0.24

Its charge is -1. The largest force on an atom comes out at 2.348 eV/A. The calculation puts the HOMO-LUMO gap at 8.1 eV. Its HOMO energy is -6.222 eV. The calculated total energy comes out at -102862.8340 eV.

Löwdin atomic charge list, values in e, 99 entries: -0.06 -0.26 -0.16 -0.15 -0.16 -0.03 -0.39 -0.06 -0.16 -0.21 -0.19 -0.15 -0.18 -0.03 -0.50 0.02 0.09 0.10 -1.04 0.11 0.10 -0.07 -0.03 0.08 -0.36 0.01 -0.44 0.10 0.06 -0.10 -0.66 -0.13 0.71 0.05 0.07 0.05 0.12 0.11 0.11 0.12 0.09 0.10 0.12 0.13 0.08 0.13 0.10 0.11 0.10 0.12 0.13 0.09 0.12 0.11 0.06 0.09 0.07 0.14 0.12 0.11 0.12 0.07 0.06 0.06 0.07 -0.14 -0.13 0.08 0.08 0.08 0.06 -0.15 -0.14 0.08 0.06 0.08 0.07 -0.16 -0.12 0.08 0.07 0.07 0.06 -0.16 -0.13 0.08 0.08 0.07 0.06 -0.14 -0.13 0.07 0.09 0.09 0.07 -0.16 -0.13 0.08 0.07

=====

[3]
The following is a quantum chemistry calculation of C19H41N9O9PSY as an isolated structure at a distorted geometry, from the OMol25 dataset.

Positions of all 81 atoms, in Å:
Y -0.00263 1.49052 0.06975
O -3.08093 2.84429 3.10796
C -2.16399 2.25316 2.37168
O -1.81059 2.64887 1.27834
C -1.62378 0.98458 2.99530
O -0.35596 0.65569 2.44902
C 0.75605 1.11669 3.26109
C 1.30660 2.48010 2.79106
O 1.91819 3.15756 3.58295
O 1.09853 2.72984 1.54511
H -3.39716 3.64261 2.65295
H -2.32596 0.18502 2.74558
H -1.58381 1.07876 4.07953
H 1.53696 0.36727 3.14351
H 0.47378 1.16601 4.31096
C 3.29534 5.32636 -2.62298
C 1.87002 4.98225 -2.82619
N 1.06494 5.52162 -3.67720
N -0.12931 4.89019 -3.48363
C -0.09674 3.96211 -2.53366
S -1.34261 2.98397 -1.94427
N 1.19749 4.00907 -2.10260
N 1.66050 3.19728 -1.07576
H 3.55992 6.13191 -3.30216
H 3.94194 4.47255 -2.83003
H 3.46969 5.65566 -1.59769
H -0.93474 5.16082 -4.02435
H 1.85415 3.73661 -0.23131
H 2.49142 2.69446 -1.37018
C -4.81579 0.11283 0.06162
N -4.09012 -1.04317 -0.48250
C -4.96215 -2.04278 -1.10028
P -2.50622 -1.23140 -0.20509
O -1.82175 0.07153 0.02864
N -2.22822 -2.30341 0.99120
C -3.21161 -3.27052 1.47968
C -0.86162 -2.55171 1.45274
N -1.74369 -1.86116 -1.65909
C -2.15887 -1.13340 -2.89462
C -1.69758 -3.32767 -1.87435
H -5.48963 0.49390 -0.70553
H -4.11696 0.90366 0.32493
H -5.40207 -0.17547 0.93622
H -5.43367 -1.62827 -1.99236
H -5.74583 -2.34016 -0.40084
H -4.41091 -2.93859 -1.37680
H -4.22112 -2.94605 1.24365
H -3.12564 -3.33845 2.56413
H -3.04608 -4.26548 1.05868
H -0.19705 -1.74650 1.14366
H -0.47486 -3.50203 1.07058
H -0.85529 -2.59796 2.54229
H -2.16707 -0.06406 -2.70096
H -3.13672 -1.48486 -3.21924
H -1.42279 -1.33095 -3.67191
H -1.49644 -3.84541 -0.93949
H -0.89700 -3.54610 -2.58095
H -2.62562 -3.69406 -2.30671
C 4.11120 0.34007 2.24317
N 3.76500 -0.78202 1.37383
C 4.58770 -1.98492 1.54601
C 4.55374 -2.86371 0.31427
C 3.11117 -3.06200 -0.10591
N 2.48690 -1.75249 -0.32688
C 1.80239 -1.47294 -1.56008
C 2.79050 -0.66986 0.46568
O 2.14634 0.39427 0.30331
H 5.16527 0.58199 2.10798
H 3.95364 0.07411 3.28938
H 3.51506 1.20910 1.98969
H 4.24050 -2.53132 2.42756
H 5.60480 -1.65291 1.75300
H 5.01974 -3.82277 0.53600
H 5.11331 -2.39983 -0.50014
H 2.55958 -3.61082 0.66352
H 3.04498 -3.63263 -1.03022
H 2.28122 -0.69406 -2.14956
H -0.63645 -1.52345 -1.54485
H 1.73763 -2.39784 -2.13077
O 0.47194 -0.98000 -1.31162
O 0.28891 0.33594 -1.90342

Atoms 1-6, force components in eV/Å:
0.45 -0.10 -0.43
0.10 -0.08 -0.10
-0.04 0.00 0.07
0.07 -0.03 0.03
0.03 -0.01 -0.11
-0.05 0.04 0.13

For the relative energy (zero: lowest compared OMol25 entry of this formula, charge and spin), the calculation gives 3.834 eV. Its charge is +2. The largest force on an atom comes out at 1.296 eV/A. The calculation puts the HOMO-LUMO gap at 9.2 eV. Its HOMO energy is -13.375 eV. The calculated total energy comes out at -73366.5199 eV.

Formally, the Löwdin partial charges of the atoms, in units of the elementary charge, are as follows: 1.45 0.19 -0.46 0.01 -0.08 -0.21 -0.05 -0.63 0.10 -0.18 0.16 0.14 0.15 0.12 0.14 0.01 -0.31 0.15 0.05 -0.72 0.68 -0.07 0.08 0.10 0.09 0.09 0.17 0.11 0.13 -0.04 -0.29 -0.08 0.62 -0.34 -0.29 -0.06 -0.07 -0.24 -0.02 -0.02 0.10 0.07 0.10 0.10 0.10 0.07 0.07 0.10 0.10 0.06 0.09 0.10 0.08 0.09 0.11 0.08 0.11 0.09 0.00 -0.05 -0.13 -0.13 -0.13 0.00 -0.09 -0.43 -0.06 0.11 0.11 0.08 0.14 0.13 0.13 0.13 0.13 0.13 0.15 0.04 0.14 -0.27 -0.34